No. 1
DFT (the ωB97M-V functional and the def2-TZVPD basis) results for C9H13NO3S in the gas phase.

Values from the calculation:
Frontier orbital gap in Ha: 0.349
HOMO energy in eV: -8.740
SMILES string: CCOC(=O)[C@]1(C(=O)CC)N=CCS1
Relative energy (zero: lowest compared OMol25 entry of this formula, charge and spin) in kJ/mol: 160.4

```
27
C9H13NO3S the ωB97M-V functional and the def2-TZVPD basis
S 0.9471 1.6001 -1.4274
O 0.9129 0.3397 1.1914
O -1.9274 1.5180 -1.0994
O 1.0997 -1.7794 0.3135
N -0.1496 -0.7212 -2.0769
C 2.8858 -0.3561 2.4201
C -1.4556 0.5901 -0.5368
C 0.7254 -0.6226 0.2730
C -0.0616 0.0903 -0.9645
C 0.4755 -0.4339 -3.1201
C -2.2061 -0.1648 0.6075
C 1.3756 -0.0237 2.4902
C 1.4108 0.7335 -3.1010
C -3.7139 -0.0067 0.2396
H 3.4487 0.5853 1.9409
H 1.1095 1.5168 -3.7991
H -2.1040 0.3752 1.5777
H -3.9963 0.9970 0.5529
H 0.4018 -1.0702 -3.9996
H -1.8217 -1.2531 0.7055
H 3.3240 -0.5078 3.3311
H -4.3575 -0.8079 0.7423
H 2.4422 0.5312 -3.0914
H 2.9969 -1.2347 1.7840
H 0.6592 -0.7018 2.8071
H 1.3566 0.8745 3.1146
H -3.7780 -0.0678 -0.8753
```

***

No. 2
DFT (the ωB97M-V functional and the def2-TZVPD basis) results for a 2-piece molecular cluster, C2H2ClO4 overall.

Values from the calculation:
Frontier orbital gap in Ha: 0.266
HOMO energy in eV: -3.400
Total charge: -1
Relative energy (zero: lowest compared OMol25 entry of this formula, charge and spin) in kJ/mol: 121.5

```
9
C2H2ClO4 the ωB97M-V functional and the def2-TZVPD basis
Cl 2.2185 -0.5454 0.6214
O -0.8850 -0.9391 -2.2974
O -0.3329 0.5227 1.2743
O 0.7583 1.6239 -0.3272
O -1.3701 -1.6306 -0.1569
C 0.3134 0.4381 0.0442
C -0.9804 -1.1679 -1.1391
H 0.8026 2.0794 0.4651
H -0.5243 -0.3811 1.5157
```

***

No. 3
DFT (the ωB97M-V functional and the def2-TZVPD basis) results for C18H24N4PtS3 as an isolated structure.

Values from the calculation:
Frontier orbital gap in Ha: 0.244
HOMO energy in eV: -6.849

```
50
C18H24N4PtS3 the ωB97M-V functional and the def2-TZVPD basis
Pt -0.2275 0.1758 1.2038
S -0.3750 -1.9291 2.0304
S 1.9743 0.2158 1.8029
S -2.4742 -0.0540 0.4022
N 0.2727 4.7539 -0.0697
N -1.1990 -1.9019 -1.0195
N -0.0478 2.2686 0.5509
N -3.1761 -1.1147 -1.9467
C 0.3895 4.5763 1.3760
C 3.8483 -3.0195 3.3047
C 1.0091 2.4258 -0.4841
C 2.2943 -1.3991 2.4165
C -0.9439 -2.7249 -2.0503
C 2.8246 -3.9629 3.3822
C -1.8343 -2.7384 -3.0874
C -4.0059 -1.9001 -4.0554
C 0.2939 -3.5506 -1.9447
C 1.2838 3.9280 -0.7273
C 1.2714 -2.3412 2.4976
C 0.3271 3.0762 1.7483
C -2.9638 -1.9072 -2.9817
C 3.5813 -1.7502 2.8272
C -2.2896 -1.0883 -0.9410
C -1.3030 2.8458 0.0005
C 1.5462 -3.6205 2.9825
C -1.0483 4.2923 -0.4838
H 1.3326 5.0133 1.7070
H 1.2827 4.1538 -1.7949
H -1.6436 2.2049 -0.8085
H 1.8956 1.8949 -0.1451
H 0.6430 1.9252 -1.3817
H -0.4120 2.8709 2.5215
H -1.7997 4.9716 -0.0786
H 0.7397 -4.3419 3.0471
H -0.4170 5.1361 1.8526
H -2.0555 2.8022 0.7872
H 4.8518 -3.2766 3.6184
H -3.7201 -2.5184 -4.9033
H 1.2866 2.7097 2.1056
H -4.1818 -0.8781 -4.3882
H 3.0245 -4.9577 3.7586
H 2.2600 4.2124 -0.3315
H -1.6816 -3.3746 -3.9456
H -1.1043 4.3528 -1.5721
H 0.2444 -4.1835 -1.0572
H -0.5832 -1.9085 -0.1882
H 1.1674 -2.9061 -1.8368
H 0.4159 -4.1769 -2.8245
H -4.9448 -2.2709 -3.6418
H 4.3713 -1.0110 2.7656
```

***

No. 4
DFT (the ωB97M-V functional and the def2-TZVPD basis) results for a 2-piece molecular cluster, C3H4O3 overall.

Values from the calculation:
Expectation value of S²: 0.753
Frontier orbital gap (alpha / beta) in Ha: 0.200 / 0.306
HOMO energy (alpha / beta) in eV: -1.681 / -4.608
Spin multiplicity: 2
Total charge: -1
Relative energy (zero: lowest compared OMol25 entry of this formula, charge and spin) in kJ/mol: 0.0

```
10
C3H4O3 the ωB97M-V functional and the def2-TZVPD basis
O 0.5417 2.9918 0.3819
O -0.8353 2.3306 -3.7090
O -0.6357 1.1278 -0.1504
C 0.2130 3.0208 -5.7094
C 0.2343 2.7592 -4.3960
C 0.3073 1.9462 -0.2122
H 1.0468 3.5559 -6.1621
H -0.5913 1.6540 -2.9989
H -0.6532 2.7725 -6.3259
H 1.1110 3.0067 -3.7881
```